ORCA calculation (wB97M-V/def2-TZVPD) on a 2-piece molecular cluster, H4O2 overall.

## Properties
Largest force on an atom = 2.05 eV/A
Energy relative to the best compared isomer or geometry (same formula, charge and spin) = 0.252 eV
Gap between HOMO and LUMO = 12.284 eV
Energy = -4159.68703 eV

Element x y z (Å)
H (2.391, -0.165, 0.029)
H (0.885, -0.583, 0.467)
H (-0.997, 0.674, 0.435)
H (-2.345, -0.118, 0.106)
O (1.418, 0.070, -0.056)
O (-1.410, -0.046, -0.074)